Record 1
Molecular formula: CH10O3S2
Method: DFT, ωB97M-V with the def2-TZVPD basis set

Output
E_LUMO (alpha / beta) ... 3.11 / 3.08 eV
Relative energy (zero: lowest compared OMol25 entry of this formula, charge and spin) ... 21.5 kcal/mol
Energy ... -1066.158816 hartree
Highest occupied orbital energy (alpha / beta) ... 0.0232 / -0.1832 Ha
Net charge ... -1
Gap between HOMO and LUMO (alpha / beta) ... 0.091 / 0.297 Ha
Spin multiplicity ... 2

```
16
Properties=species:S:1:pos:R:3:lowdin_spin:R:1
C -1.62599 -1.39924 -0.27759 0.05
S -2.47774 0.25481 -0.31593 0.40
S -2.54074 0.71894 1.67418 0.36
H -0.97791 -1.19259 0.56133 0.00
H -1.09357 -1.53240 -1.21359 0.02
H -2.29972 -2.24885 -0.19240 0.00
H -1.36465 1.37752 1.76900 0.02
H -0.30377 1.35678 -0.79965 0.01
H -0.05516 2.57872 -1.66757 0.03
O 0.24555 2.14832 -0.83471 0.07
H 2.98444 1.25580 0.85894 0.00
H 1.89296 1.27901 -0.21233 0.00
O 2.41650 0.69357 0.37811 0.02
H 2.13641 -2.44859 0.04011 0.00
H 1.67535 -0.96116 0.18215 0.00
O 1.38802 -1.88064 0.04997 0.01
```

Record 2
Molecular formula: C21H22ClN4O5Re
Method: DFT, ωB97M-V with the def2-TZVPD basis set

Output
E_LUMO (alpha / beta) ... -3.95 / -4.83 eV
Relative energy (zero: lowest compared OMol25 entry of this formula, charge and spin) ... 83.1 kcal/mol
Energy ... -1946.581841 hartree
Highest occupied orbital energy (alpha / beta) ... -0.3861 / -0.3861 Ha
Net charge ... +1
Gap between HOMO and LUMO (alpha / beta) ... 0.241 / 0.209 Ha
Spin multiplicity ... 2

```
54
Properties=species:S:1:pos:R:3:lowdin_spin:R:1
Re -0.11548 -0.11197 -0.42080 0.00
O -1.33072 1.15878 3.21175 0.00
C -1.23062 0.62054 2.13143 0.00
N -0.06867 0.13082 1.58190 0.00
C 1.07552 0.24200 2.47002 0.00
C 1.65660 1.64944 2.52689 0.07
C 2.36454 2.04232 3.67837 0.44
C 3.14913 3.26416 3.67263 0.04
C 2.90952 4.18960 2.53480 0.03
C 1.90469 3.76464 1.50534 0.01
N 1.44977 2.42937 1.49376 0.21
C -2.42228 0.44613 1.21989 0.00
C -3.70547 0.69673 1.64808 0.00
C -4.75380 0.49015 0.76165 0.00
C -4.46931 0.05239 -0.52123 0.00
C -3.15172 -0.15580 -0.89207 0.00
N -2.14449 0.03546 -0.03405 0.00
H 1.86839 -0.42630 2.12097 0.00
H 0.80935 -0.06231 3.48575 0.00
H 2.32839 1.41880 4.56177 0.02
H 3.52636 3.66363 4.60400 0.00
H 3.06789 5.25543 2.64360 0.00
H 1.50213 1.91015 -2.56666 0.00
H -3.85210 1.04684 2.66011 0.00
H -5.77534 0.67256 1.06562 0.00
H -5.25412 -0.11589 -1.24460 0.00
H -2.87141 -0.45670 -1.89282 0.00
O 1.51314 4.53060 0.65488 0.11
Cl 1.57200 2.01805 -1.23230 0.00
O 4.06155 3.37286 2.56566 0.06
O 2.20435 0.74085 -0.83034 0.00
O -0.03452 1.73821 -1.03192 0.00
C 1.41557 -2.62896 -0.67490 0.00
N -0.02102 -2.28706 -0.53896 0.00
C -0.56202 -2.94765 0.67308 0.00
C -0.75081 -2.78569 -1.73648 0.00
C -0.46799 -1.86894 -2.89284 0.00
C -0.48251 -2.30967 -4.20641 0.00
C -0.31748 -1.39798 -5.24246 0.00
C -0.17476 -0.05340 -4.94226 0.00
C -0.16411 0.36940 -3.61470 0.00
C -0.27482 -0.52183 -2.54053 0.00
H 1.54558 -3.71402 -0.67882 0.00
H 1.97086 -2.20945 0.16466 0.00
H 1.79486 -2.21608 -1.60760 0.00
H -0.51028 -4.03305 0.55659 0.00
H -1.59936 -2.65078 0.81703 0.00
H 0.01901 -2.65053 1.54278 0.00
H -1.81534 -2.76350 -1.48658 0.00
H -0.47637 -3.82843 -1.92354 0.00
H -0.62945 -3.36062 -4.42995 0.00
H -0.32049 -1.73320 -6.27060 0.00
H -0.08479 0.67226 -5.74080 0.00
H -0.15863 1.44675 -3.43819 0.00
```

Record 3
Molecular formula: C4H10N2O2
Method: DFT, ωB97M-V with the def2-TZVPD basis set

Output
E_LUMO (alpha / beta) ... -6.67 / -8.12 eV
Relative energy (zero: lowest compared OMol25 entry of this formula, charge and spin) ... 251.8 kcal/mol
Energy ... -417.736665 hartree
Highest occupied orbital energy (alpha / beta) ... -0.4973 / -0.4894 Ha
Net charge ... +1
Gap between HOMO and LUMO (alpha / beta) ... 0.252 / 0.191 Ha
Spin multiplicity ... 2

```
18
Properties=species:S:1:pos:R:3:lowdin_spin:R:1
O 0.81460 1.52940 0.32590 0.65
C -0.17304 0.85019 -0.26876 0.12
N -1.21546 0.26993 0.57228 0.11
C -0.77572 0.29260 1.97813 0.01
C 1.71011 0.76443 -1.99661 0.07
N 1.03741 -0.39093 -2.50957 0.70
C 0.50877 -0.33894 -1.16303 0.18
O -1.10625 -2.27366 0.85643 -0.96
H -1.51053 -0.68046 0.33520 0.00
H -1.59403 0.07347 2.67044 0.00
H -0.42925 1.31541 2.10575 0.00
H 0.07172 -0.36628 2.17977 0.01
H 2.31853 0.91160 -1.09966 0.02
H 1.50332 1.68331 -2.55772 0.02
H -0.75808 1.41627 -1.02337 0.05
H -0.36766 -1.01497 -1.20353 0.00
H 1.14111 -0.85886 -0.41032 0.04
H -1.17554 -3.18252 1.20867 -0.02
```

Record 4
Molecular formula: C18H22BF9N2O6PS
Method: DFT, ωB97M-V with the def2-TZVPD basis set

Output
E_LUMO ... 0.97 eV
Energy ... -2923.201371 hartree
Highest occupied orbital energy ... -0.1937 Ha
Net charge ... -1
Gap between HOMO and LUMO ... 0.229 Ha

```
60
Properties=species:S:1:pos:R:3:lowdin_charge:R:1
C -2.54464 5.61744 1.69750 -0.18
C -1.63889 4.77830 0.77544 -0.41
P -2.17225 3.01692 0.83306 1.05
C -2.05315 2.66360 2.65319 -0.29
C -0.66313 2.18639 0.00419 -0.43
C -1.09172 0.87075 -0.70247 -0.41
F -2.21877 1.09590 -1.39489 0.11
F -0.16187 0.49573 -1.60792 0.14
C -1.37347 -0.39919 0.18517 -0.33
F -1.41834 -0.05843 1.48467 0.13
F -2.57158 -0.91802 -0.13174 0.15
C -0.41522 -1.62685 0.06218 -0.34
F -0.42504 -2.06804 -1.20181 0.16
F -0.95862 -2.59951 0.83492 0.13
C 1.06163 -1.53539 0.52267 -0.54
F 1.61431 -2.75324 0.38173 0.17
F 1.75925 -0.66573 -0.19510 0.20
F 1.12268 -1.19309 1.81464 0.17
O -0.35645 3.04886 -1.04828 -0.05
B 1.12872 3.34046 -1.09721 -0.64
C 1.75138 3.08183 -2.56246 -0.13
C 3.21265 3.55114 -2.67894 -0.29
C 4.21352 2.46020 -2.24964 -0.57
S 5.48745 2.98144 -1.05197 0.65
O 1.65457 2.28864 -0.12312 0.03
C 0.69131 2.00612 0.75445 -0.33
O 0.68125 2.97386 1.87911 -0.08
N 1.82799 2.81486 2.60179 -0.03
O 1.93011 3.66228 3.41554 0.03
H -2.73737 6.60029 1.26089 0.06
H -2.08810 5.77418 2.67630 0.06
H -3.51883 5.14343 1.86294 0.05
H -1.74356 5.10055 -0.25886 0.07
H -0.59291 4.86780 1.06176 0.07
H -1.59637 3.49748 3.18756 0.03
H -1.44366 1.78651 2.85464 0.02
H -3.05604 2.49651 3.05062 0.02
H 1.37550 4.47889 -0.69864 0.11
H 1.14008 3.57398 -3.32787 0.09
H 1.70569 2.00406 -2.77502 0.09
H 3.44207 3.85472 -3.70625 0.09
H 3.35203 4.43768 -2.05171 0.07
H 3.67889 1.61748 -1.81086 0.05
H 4.76928 2.09289 -3.11532 0.05
H 4.77788 3.97396 -0.50493 -0.16
H 0.84010 1.03526 1.23334 0.13
C -0.91419 -6.24151 -1.78533 -0.06
C -1.07581 -5.58445 -0.57274 -0.05
C -1.26452 -6.31300 0.59151 0.01
C -1.28578 -7.69337 0.50819 -0.15
C -1.12859 -8.37006 -0.68812 -0.01
C -0.94178 -7.62902 -1.84375 -0.07
N -1.47996 -8.47896 1.74206 -0.35
O -1.63777 -7.87078 2.78171 0.08
O -1.47018 -9.69236 1.64702 0.07
H -0.76356 -5.66566 -2.68918 0.11
H -1.05476 -4.50496 -0.53307 0.09
H -1.39214 -5.82236 1.54500 0.12
H -1.15298 -9.44911 -0.70621 0.12
H -0.81634 -8.13731 -2.79040 0.10
```